This record from OMol25 describes 2 unconnected molecules or ions with the total composition C2H9N2P. The level of theory is ωB97M-V/def2-TZVPD.

Geometry as ORCA input:
```
! RIJCOSX wB97M-V def2-TZVPD def2/J DEFGRID3
* xyz 0 1
H 0.76 -1.98 -1.06
P 1.58 -1.68 -0.06
C -2.12 -0.71 0.07
H -1.45 -1.57 0.04
H 2.46 -1.86 -1.06
H 1.10 0.71 1.48
H 0.97 2.32 -0.94
C 0.95 2.13 0.11
H 0.50 2.93 0.83
N 1.23 -0.06 -0.43
H -1.56 0.31 0.27
H -2.76 -0.76 1.07
N 1.13 0.87 0.49
H -2.78 -0.65 -0.83
*
```

Values from the calculation:
ΔE to the lowest compared entry with this formula, charge and spin   85.3 kcal per mole
Frontier orbital gap (alpha / beta)   8.68 / 8.68 eV
Largest force on an atom   3.26 eV Å⁻¹

***

This record from OMol25 describes a molecular structure, C2H9N2P3. The level of theory is ωB97M-V/def2-TZVPD.

Geometry as ORCA input:
```
! RIJCOSX wB97M-V def2-TZVPD def2/J DEFGRID3
* xyz 0 1
H 0.82 -3.38 2.49
H -1.21 -0.99 -1.38
C -0.52 -0.27 -1.80
H -0.83 1.84 1.98
H -0.36 -0.49 -2.85
H -2.04 1.23 -2.09
H -0.38 1.86 -2.11
C -1.06 1.15 -1.61
H 1.48 -2.74 0.69
H 0.72 2.59 0.80
P 0.58 -2.27 1.66
H 0.43 -0.36 -1.26
N 1.73 -1.29 2.42
P 1.99 0.22 2.42
P -0.09 1.43 0.88
N -1.26 1.47 -0.23
*
```

Values from the calculation:
ΔE to the lowest compared entry with this formula, charge and spin   43.0 kcal per mole
Frontier orbital gap (alpha / beta)   6.15 / 5.98 eV
Largest force on an atom   1.76 eV Å⁻¹

***

This record from OMol25 describes 2 unconnected molecules or ions with the total composition C2H9N2S. The level of theory is ωB97M-V/def2-TZVPD.

Geometry as ORCA input:
```
! RIJCOSX wB97M-V def2-TZVPD def2/J DEFGRID3
* xyz -1 1
H -0.38 3.86 0.49
H 0.62 -3.08 -1.20
H -0.34 -1.21 -2.03
H -1.22 2.82 1.61
N 0.70 -1.70 0.44
H 1.49 -1.22 0.02
C -0.77 2.85 0.61
H -1.54 -1.21 -0.95
H -0.60 -3.25 0.01
N -0.93 -1.82 -1.47
H -1.54 2.68 -0.13
S 0.54 1.54 0.46
H 0.15 -0.91 0.78
C 0.00 -2.50 -0.51
*
```

Values from the calculation:
ΔE to the lowest compared entry with this formula, charge and spin   11.8 kcal per mole
Frontier orbital gap   6.68 eV
Largest force on an atom   1.57 eV Å⁻¹